{"formula": "C36H85F7I2N12O8P4", "method": "the ωB97M-V functional and the def2-TZVPD basis", "elements": ["C", "C", "I", "C", "I", "C", "O", "C", "O", "O", "C", "C", "C", "C", "O", "C", "F", "F", "C", "F", "F", "C", "F", "F", "F", "H", "H", "H", "H", "H", "H", "H", "H", "H", "H", "H", "H", "H", "O", "P", "N", "C", "C", "N", "C", "C", "N", "C", "C", "H", "H", "H", "H", "H", "H", "H", "H", "H", "H", "H", "H", "H", "H", "H", "H", "H", "H", "O", "P", "N", "C", "C", "N", "C", "C", "N", "C", "C", "H", "H", "H", "H", "H", "H", "H", "H", "H", "H", "H", "H", "H", "H", "H", "H", "H", "H", "O", "P", "N", "C", "C", "N", "C", "C", "N", "C", "C", "H", "H", "H", "H", "H", "H", "H", "H", "H", "H", "H", "H", "H", "H", "H", "H", "H", "H", "O", "P", "N", "C", "C", "N", "C", "C", "N", "C", "C", "H", "H", "H", "H", "H", "H", "H", "H", "H", "H", "H", "H", "H", "H", "H", "H", "H", "H"], "positions_angstrom": [[-2.58, -0.67, 0.06], [-2.88, -1.59, 1.26], [-3.10, -0.22, 2.93], [-4.22, -2.34, 1.01], [-5.62, -2.40, 2.68], [-4.14, -3.74, 0.32], [-3.68, -3.48, -1.00], [-2.34, -3.68, -1.06], [-1.60, -3.37, -1.93], [-1.97, -4.32, 0.09], [-3.11, -4.87, 0.71], [-3.69, -6.10, -0.06], [-2.74, -6.76, -1.08], [-1.35, -7.18, -0.58], [-1.28, -8.58, -0.31], [-3.05, -5.13, 2.20], [-4.32, -5.42, 2.57], [-2.69, -4.03, 2.91], [-2.18, -6.28, 2.79], [-2.57, -6.34, 4.09], [-2.44, -7.49, 2.28], [-0.61, -6.08, 2.83], [-0.17, -5.03, 2.14], [-0.22, -5.91, 4.10], [0.01, -7.18, 2.40], [-1.51, -0.53, -0.04], [-2.95, -1.11, -0.88], [-3.06, 0.30, 0.17], [-2.04, -2.23, 1.50], [-4.76, -1.71, 0.29], [-5.16, -4.09, 0.40], [-4.07, -6.85, 0.64], [-4.57, -5.80, -0.63], [-2.66, -6.12, -1.96], [-3.24, -7.66, -1.43], [-1.03, -6.58, 0.27], [-0.64, -6.96, -1.38], [-0.81, -8.98, -1.04], [1.42, -0.85, 2.33], [2.88, -0.85, 2.01], [2.89, 0.14, 0.62], [3.83, 0.03, -0.48], [2.55, 1.53, 0.88], [2.98, -2.54, 1.61], [2.51, -2.97, 0.30], [2.39, -3.33, 2.68], [4.62, -0.72, 2.33], [5.55, -1.78, 1.97], [4.90, -0.28, 3.72], [4.82, 0.45, -0.23], [3.44, 0.58, -1.33], [3.96, -1.00, -0.81], [3.40, 2.09, 1.31], [1.72, 1.60, 1.58], [2.23, 2.03, -0.03], [1.56, -2.51, 0.01], [2.38, -4.05, 0.29], [3.25, -2.76, -0.48], [1.30, -3.33, 2.68], [2.72, -2.96, 3.65], [2.74, -4.37, 2.60], [5.42, -2.69, 2.56], [6.56, -1.41, 2.14], [5.47, -2.03, 0.92], [4.67, -1.05, 4.45], [4.30, 0.60, 3.96], [5.95, 0.01, 3.83], [1.30, 4.44, 0.76], [1.73, 5.61, 1.61], [0.34, 5.70, 2.63], [-0.19, 6.90, 3.24], [0.23, 4.57, 3.55], [1.69, 6.85, 0.38], [0.41, 7.41, -0.02], [2.45, 6.45, -0.80], [2.76, 6.57, 2.70], [3.02, 7.98, 2.46], [4.04, 5.89, 3.00], [0.40, 7.24, 4.10], [-1.20, 6.71, 3.60], [-0.28, 7.72, 2.54], [0.91, 4.67, 4.41], [0.46, 3.63, 3.03], [-0.79, 4.48, 3.92], [-0.37, 6.65, -0.16], [0.52, 7.97, -0.95], [0.05, 8.14, 0.71], [1.90, 5.76, -1.44], [3.39, 5.96, -0.51], [2.71, 7.33, -1.38], [3.63, 8.17, 1.57], [3.56, 8.37, 3.33], [2.10, 8.55, 2.38], [4.71, 5.86, 2.14], [3.84, 4.86, 3.31], [4.55, 6.38, 3.83], [-3.79, 2.40, 0.57], [-4.21, 3.80, 0.89], [-5.85, 3.55, 1.30], [-6.92, 4.51, 1.13], [-6.03, 2.80, 2.54], [-4.05, 4.48, -0.70], [-5.11, 4.28, -1.67], [-2.75, 4.15, -1.29], [-4.06, 5.38, 1.67], [-4.10, 6.62, 0.91], [-2.91, 5.41, 2.60], [-6.90, 5.31, 1.88], [-7.88, 4.00, 1.22], [-6.91, 4.97, 0.14], [-5.87, 3.44, 3.43], [-5.32, 1.98, 2.59], [-7.03, 2.37, 2.60], [-5.48, 3.25, -1.70], [-4.76, 4.54, -2.67], [-5.95, 4.95, -1.49], [-2.73, 3.13, -1.70], [-1.95, 4.23, -0.55], [-2.52, 4.85, -2.10], [-3.24, 6.76, 0.26], [-4.13, 7.45, 1.63], [-5.01, 6.70, 0.32], [-1.95, 5.40, 2.08], [-2.95, 4.54, 3.27], [-2.96, 6.30, 3.23], [2.63, -5.75, -6.24], [2.94, -4.59, -5.33], [1.64, -4.67, -4.24], [1.06, -3.54, -3.54], [1.67, -5.84, -3.38], [2.73, -3.30, -6.49], [1.38, -2.83, -6.78], [3.45, -3.57, -7.73], [3.98, -3.59, -4.30], [4.13, -2.16, -4.50], [5.31, -4.20, -4.10], [1.70, -3.19, -2.70], [0.10, -3.81, -3.12], [0.87, -2.69, -4.19], [2.39, -5.73, -2.56], [1.94, -6.73, -3.96], [0.68, -6.02, -2.96], [0.66, -3.64, -6.93], [1.39, -2.21, -7.69], [1.01, -2.17, -6.00], [2.91, -4.27, -8.38], [4.43, -3.99, -7.53], [3.60, -2.63, -8.28], [4.66, -1.90, -5.42], [4.70, -1.76, -3.65], [3.17, -1.65, -4.50], [5.92, -4.15, -5.01], [5.21, -5.25, -3.82], [5.85, -3.70, -3.30]], "molar_mass_g_mol": 1324.8, "e_homo_ev": -8.04, "orbital_gap_ev": 8.07, "total_energy_ha": -5341.36896}